# C22H19NO7OsP3

C22H19NO7OsP3 as an isolated structure (wB97M-V/def2-TZVPD, the Open Molecules 2025 dataset).

```
53
Properties=species:S:1:pos:R:3:forces:R:3
Os 0.088415 0.451636 1.497597 -0.8 -0.4 -0.2
O -0.501543 0.938515 4.302219 0.1 0.0 0.1
P 1.032550 0.631075 4.033351 -0.1 0.0 -0.1
O 1.918381 0.628429 5.173451 0.2 -0.2 -0.1
O 0.915855 -0.553305 3.003976 -0.2 0.3 0.3
O 1.448496 1.777514 2.860007 -0.2 0.1 0.2
P 0.594095 3.109671 2.352256 0.3 -0.1 -0.2
O -0.106685 3.657957 3.652496 0.0 -0.1 0.0
O 1.412162 4.045513 1.609387 0.0 0.0 0.0
O -0.529125 2.284622 1.587683 0.7 -0.1 -0.1
H -0.658443 1.529359 5.052798 0.0 0.0 0.0
H 0.209712 4.544037 3.881993 0.0 0.0 0.0
C 2.953602 -1.510344 1.108398 -0.1 -0.1 0.1
P 1.812243 -0.466092 0.190697 0.0 1.3 -0.1
C 2.654234 1.083467 -0.196067 0.2 -0.1 -0.1
C 3.804757 1.490989 0.475761 -0.1 0.0 0.0
C 4.369963 2.721553 0.180686 0.0 0.0 0.0
C 3.789798 3.543542 -0.774090 0.0 0.0 0.0
C 2.644676 3.139632 -1.446456 0.0 0.0 0.0
C 2.076138 1.911239 -1.161970 0.0 0.0 0.0
C 1.481428 -1.263810 -1.387873 -0.1 -0.1 0.0
C 2.590223 -1.728821 -2.101033 0.0 0.0 0.0
C 2.419292 -2.295008 -3.351311 0.0 0.0 0.0
C 1.148030 -2.395165 -3.901897 0.0 0.0 0.0
C 0.048821 -1.926431 -3.201455 0.0 0.0 0.0
C 0.211127 -1.363268 -1.942907 0.0 0.0 0.0
H 3.864710 -1.624396 0.522369 0.0 0.0 0.0
H 2.500574 -2.487263 1.272799 0.0 0.0 0.0
H 3.178769 -1.064276 2.073510 0.0 0.0 0.0
H 4.257542 0.865492 1.234352 0.0 0.0 0.0
H 5.263099 3.039717 0.700880 0.0 0.0 0.0
H 4.229840 4.507092 -0.992342 0.0 0.0 0.0
H 2.192988 3.784057 -2.187969 0.0 0.0 0.0
H 1.190589 1.590047 -1.700508 0.0 0.0 0.0
H 3.590768 -1.634774 -1.697975 0.0 0.0 0.0
H 3.279853 -2.653242 -3.899531 0.0 0.0 0.0
H 1.018718 -2.835262 -4.881560 0.0 0.0 0.0
H -0.939484 -1.998147 -3.635831 0.0 0.0 0.0
H -0.649545 -1.001416 -1.402648 0.0 0.0 0.0
N -8.597227 -2.902251 -1.721935 0.0 0.0 0.0
C -7.573047 -2.526300 -1.364361 0.0 0.0 0.0
C -6.289448 -2.055595 -0.916611 0.0 0.0 0.0
C -5.177027 -2.212314 -1.745890 0.0 0.0 0.0
C -3.948349 -1.757921 -1.321518 0.0 0.0 0.1
C -3.821718 -1.146840 -0.062466 -0.2 0.0 0.0
C -4.949368 -0.998261 0.762832 0.1 0.0 0.0
C -6.179108 -1.450470 0.336122 0.0 0.0 0.0
C -2.568119 -0.686155 0.379605 0.4 -0.1 0.0
C -1.442850 -0.309547 0.721949 -0.2 -0.4 0.2
H -5.289974 -2.687128 -2.710085 0.0 0.0 0.0
H -3.075351 -1.870721 -1.949290 0.0 0.0 0.0
H -4.839466 -0.526578 1.729196 0.0 0.0 0.0
H -7.055575 -1.344076 0.959204 0.0 0.0 0.0
```
Positions in Å, forces in eV/Å.

max |F| = 1.27 eV/A
orbital gap (alpha / beta) = 6.0 / 6.0 eV
net charge = +1
HOMO energy (alpha / beta) = -11.97 / -12.13 eV

The computed Löwdin charges, all in e, follow: Os 1.41; O -0.12; P 0.28; O -0.18; O -0.42; O -0.36; P 0.29; O -0.07; O -0.19; O -0.38; H 0.11; H 0.12; C -0.20; P 0.92; C -0.38; C -0.08; C -0.05; C -0.05; C -0.06; C -0.09; C -0.35; C -0.07; C -0.05; C -0.05; C -0.06; C -0.08; H 0.06; H 0.07; H 0.05; H 0.11; H 0.12; H 0.12; H 0.12; H 0.11; H 0.11; H 0.12; H 0.12; H 0.11; H 0.05; N 0.19; C -0.16; C -0.19; C 0.00; C 0.01; C -0.22; C 0.02; C 0.00; C -0.02; C -0.21; H 0.13; H 0.11; H 0.13; H 0.13